ORCA calculation (ωB97M-V/def2-TZVPD) on a cluster of 11 separate species, C43H51F14N6O33 in total.

```
! RIJCOSX wB97M-V def2-TZVPD def2/J DEFGRID3
* xyz 1 1
C -3.11 3.04 1.52
C -1.68 2.54 1.36
N -1.43 1.34 2.16
C -0.04 0.87 2.05
C 0.12 -0.63 1.73
N 0.49 -0.87 0.33
C 1.73 -0.90 -0.15
C 2.98 -0.72 0.63
C 3.92 -1.94 0.51
C 3.75 -3.04 1.54
O 4.47 -3.98 1.61
O 2.73 -2.84 2.40
N 1.76 -1.10 -1.46
C 0.49 -1.22 -1.85
N 0.18 -1.42 -3.13
N -1.11 -1.60 -3.63
N -0.35 -1.09 -0.78
C -1.81 -1.10 -0.74
F -2.25 -0.19 -1.62
F -2.19 -0.71 0.46
C -2.42 -2.50 -1.04
F -2.49 -3.16 0.14
F -3.66 -2.36 -1.53
C -1.83 1.49 3.55
C -2.80 0.48 4.04
O -1.39 2.38 4.22
H -3.79 2.20 1.58
H -3.39 3.62 0.64
H -3.23 3.69 2.38
H -0.97 3.34 1.57
H -1.56 2.23 0.32
H 0.49 1.10 2.98
H 0.44 1.44 1.26
H 0.92 -1.05 2.33
H -0.77 -1.17 2.01
H 2.77 -0.52 1.67
H 3.50 0.13 0.19
H 3.87 -2.40 -0.48
H 4.94 -1.58 0.62
H 2.49 -3.70 2.80
H 0.97 -1.43 -3.76
H -1.27 -2.60 -3.79
H -1.15 -1.17 -4.55
H -1.80 -3.09 -1.72
H -3.71 0.54 3.43
H -2.41 -0.52 3.88
H -3.03 0.64 5.09
C 2.03 -3.33 5.64
C 1.05 -2.45 6.38
O 0.05 -2.22 5.40
C 0.06 -3.26 4.54
O -0.78 -3.49 3.72
O 1.17 -4.00 4.71
F 1.59 -1.28 6.76
H 2.76 -2.73 5.09
H 2.55 -4.05 6.26
H 0.58 -2.92 7.25
C -5.70 -3.75 -5.37
C -5.89 -3.67 -3.87
O -4.68 -4.26 -3.39
C -3.73 -4.05 -4.32
O -2.56 -4.17 -4.11
O -4.27 -3.66 -5.48
F -6.94 -4.39 -3.43
H -6.04 -4.71 -5.76
H -6.17 -2.94 -5.92
H -5.97 -2.66 -3.47
C 1.74 -7.69 2.34
C 2.51 -6.42 2.02
O 2.85 -5.94 3.30
C 2.91 -7.01 4.16
O 3.38 -6.96 5.24
O 2.35 -8.09 3.57
F 1.72 -5.48 1.41
H 0.68 -7.47 2.52
H 1.83 -8.46 1.59
H 3.41 -6.56 1.42
C -4.65 2.33 -2.61
C -5.38 3.13 -1.55
O -6.50 3.62 -2.27
C -6.77 2.75 -3.29
O -7.76 2.73 -3.92
O -5.72 1.90 -3.45
F -4.64 4.17 -1.09
H -3.97 2.98 -3.17
H -4.11 1.48 -2.21
H -5.73 2.54 -0.70
C -7.67 6.70 -1.94
C -8.64 7.85 -2.12
O -9.18 7.99 -0.81
C -8.26 7.53 0.08
O -8.30 7.70 1.25
O -7.29 6.84 -0.57
F -9.63 7.57 -2.99
H -8.17 5.74 -2.08
H -6.80 6.76 -2.59
H -8.17 8.80 -2.41
C 3.34 -0.04 -7.42
C 2.75 -1.22 -6.68
O 2.09 -0.58 -5.59
C 1.74 0.68 -6.00
O 0.97 1.37 -5.42
O 2.39 1.00 -7.13
F 3.69 -2.05 -6.19
H 4.31 0.23 -7.02
H 3.41 -0.19 -8.50
H 2.03 -1.80 -7.25
C -0.18 3.57 -2.94
C -1.24 4.60 -3.26
O -1.66 5.00 -1.97
C -0.63 4.81 -1.10
O -0.58 5.24 0.00
O 0.32 4.03 -1.69
F -2.30 4.06 -3.92
H -0.63 2.58 -2.82
H 0.62 3.51 -3.68
H -0.89 5.47 -3.81
C -7.84 9.06 4.48
C -6.92 10.25 4.34
O -6.40 10.39 5.64
C -6.42 9.17 6.24
O -5.85 8.89 7.23
O -7.19 8.32 5.52
F -7.59 11.38 3.99
H -8.83 9.37 4.81
H -7.93 8.46 3.57
H -6.10 10.11 3.63
C 8.25 -3.20 -1.17
C 9.13 -3.00 0.05
O 8.83 -1.66 0.42
C 7.59 -1.37 -0.01
O 6.94 -0.44 0.34
O 7.16 -2.31 -0.88
F 10.44 -3.11 -0.24
H 8.76 -2.86 -2.07
H 7.90 -4.21 -1.29
H 8.90 -3.66 0.89
C 14.43 -5.63 1.41
C 13.64 -4.91 2.49
O 12.41 -4.65 1.83
C 12.24 -5.60 0.86
O 11.22 -5.80 0.29
O 13.39 -6.26 0.65
F 14.20 -3.75 2.86
H 14.95 -4.91 0.78
H 15.13 -6.36 1.79
H 13.44 -5.51 3.38
*
```

Kohn-Sham gap, eV: 9.00
Relative energy (zero: lowest compared OMol25 entry of this formula, charge and spin), kJ/mol: 0.0

---

ORCA calculation (ωB97M-V/def2-TZVPD) on a cluster of 9 separate species, C39H102N6O12 in total at a distorted geometry.

```
! RIJCOSX wB97M-V def2-TZVPD def2/J DEFGRID3
* xyz 0 1
C 7.37 4.79 6.13
O 7.13 3.77 5.22
C 5.79 3.66 4.76
C 5.73 2.80 3.47
C 4.24 2.62 3.15
N 6.47 1.57 3.69
H 8.43 4.87 6.40
H 6.90 4.54 7.09
H 7.09 5.80 5.80
H 5.20 3.20 5.57
H 5.30 4.65 4.75
H 6.23 3.41 2.71
H 3.90 1.59 3.15
H 4.10 2.93 2.11
H 3.67 3.29 3.79
H 5.90 0.85 4.12
H 7.18 1.80 4.38
C -4.16 2.07 0.86
O -5.26 2.73 1.40
C -6.49 2.20 0.94
C -7.68 2.70 1.82
C -7.54 2.63 3.35
N -8.85 1.93 1.37
H -3.20 2.34 1.31
H -3.97 2.31 -0.20
H -4.26 0.98 0.87
H -6.64 2.44 -0.11
H -6.58 1.11 1.07
H -7.80 3.77 1.64
H -7.10 1.75 3.82
H -8.57 2.71 3.70
H -6.90 3.44 3.70
H -9.60 2.13 2.03
H -9.21 2.38 0.54
C 4.26 1.73 -4.98
O 4.54 0.36 -4.74
C 4.69 0.02 -3.39
C 4.85 -1.51 -3.27
C 3.51 -2.16 -3.08
N 5.74 -1.86 -2.14
H 3.18 1.89 -5.08
H 4.94 2.04 -5.77
H 4.57 2.34 -4.12
H 5.53 0.51 -2.86
H 3.82 0.31 -2.79
H 5.30 -1.78 -4.23
H 3.03 -2.40 -4.03
H 2.76 -1.71 -2.42
H 3.67 -3.15 -2.63
H 6.67 -1.49 -2.26
H 5.35 -1.36 -1.35
C -4.71 -1.43 -3.18
O -4.43 -2.64 -3.86
C -4.88 -3.75 -3.11
C -4.46 -5.06 -3.78
N -3.10 -5.14 -4.28
C -2.08 -5.33 -3.28
C -0.70 -5.19 -3.93
O -0.41 -3.84 -4.19
C 0.23 -3.11 -3.17
H -4.29 -0.56 -3.69
H -4.23 -1.46 -2.19
H -5.80 -1.34 -3.12
H -5.97 -3.75 -3.10
H -4.50 -3.85 -2.08
H -5.09 -5.19 -4.67
H -4.67 -5.92 -3.15
H -2.80 -4.39 -4.89
H -2.16 -6.32 -2.82
H -2.21 -4.60 -2.47
H -0.56 -5.79 -4.83
H 0.04 -5.66 -3.28
H -0.50 -2.66 -2.49
H 0.80 -2.29 -3.60
H 0.89 -3.74 -2.57
C 1.79 -1.12 2.61
O 0.96 -0.82 1.53
C -0.16 -1.67 1.39
C -1.31 -0.92 0.78
N -1.35 -0.82 -0.68
C -1.80 0.43 -1.23
C -1.53 0.70 -2.71
O -0.18 0.90 -3.12
C 0.66 1.44 -2.12
H 1.32 -1.00 3.60
H 2.63 -0.42 2.63
H 2.09 -2.17 2.54
H -0.48 -1.90 2.41
H 0.04 -2.61 0.87
H -1.23 0.11 1.16
H -2.29 -1.24 1.17
H -0.47 -1.13 -1.07
H -1.63 1.34 -0.64
H -2.89 0.28 -1.21
H -2.21 1.51 -3.00
H -1.83 -0.21 -3.24
H 0.42 2.44 -1.75
H 1.57 1.72 -2.67
H 0.85 0.76 -1.30
C 6.60 -3.21 7.52
O 6.68 -2.66 6.23
C 7.46 -1.47 6.19
C 6.85 -0.39 7.10
N 5.57 0.16 6.63
C 4.43 -0.80 6.50
C 3.17 -0.05 6.20
O 2.90 0.86 7.24
C 1.64 1.46 7.19
H 5.88 -2.78 8.23
H 7.58 -3.28 7.99
H 6.16 -4.21 7.48
H 7.57 -1.15 5.16
H 8.51 -1.64 6.46
H 7.43 0.55 7.00
H 6.97 -0.51 8.18
H 5.12 0.87 7.19
H 4.21 -1.37 7.41
H 4.71 -1.47 5.69
H 2.35 -0.78 6.09
H 3.22 0.35 5.18
H 0.89 0.71 7.45
H 1.38 1.94 6.24
H 1.63 2.25 7.95
C -5.77 -1.16 4.24
C -6.59 -1.57 3.02
C -5.72 -1.99 1.84
O -7.28 -2.77 3.43
H -6.46 -0.72 4.96
H -5.08 -0.35 3.96
H -5.10 -1.95 4.58
H -7.23 -0.80 2.59
H -4.81 -1.40 1.70
H -6.21 -1.89 0.87
H -5.44 -3.05 1.85
H -8.07 -2.49 3.91
C -2.31 -0.67 -5.98
C -1.79 -0.65 -7.41
C -2.89 -0.58 -8.44
O -0.74 0.23 -7.69
H -2.76 0.29 -5.71
H -1.48 -0.70 -5.27
H -3.01 -1.48 -5.77
H -1.40 -1.65 -7.68
H -3.60 -1.39 -8.24
H -2.56 -0.59 -9.48
H -3.51 0.33 -8.42
H -0.89 1.10 -7.28
C -0.19 5.16 -6.89
C -0.44 3.87 -6.13
C -1.29 4.21 -4.89
O -1.23 3.02 -6.97
H 0.45 5.87 -6.35
H -1.13 5.71 -7.01
H 0.20 5.07 -7.91
H 0.51 3.41 -5.84
H -2.32 4.28 -5.22
H -0.86 5.02 -4.31
H -1.21 3.31 -4.27
H -1.32 3.47 -7.81
*
```

Kohn-Sham gap, eV: 8.57
SMILES: COC[C@H](C)N.COC[C@H](C)N.COC[C@H](C)N.COCCNCCOC.COCCNCCOC.COCCNCCOC.CC(C)O.CC(C)O.CC(C)O
Relative energy (zero: lowest compared OMol25 entry of this formula, charge and spin), kJ/mol: 243.1

---

ORCA calculation (ωB97M-V/def2-TZVPD) on a cluster of 2 separate species, CH8NS2 in total at a distorted geometry.

```
! RIJCOSX wB97M-V def2-TZVPD def2/J DEFGRID3
* xyz 1 1
N 0.26 1.13 -2.69
H -0.33 0.33 -2.68
H -0.32 1.88 -2.30
H 1.15 0.97 -2.20
H 0.50 1.43 -3.63
C 0.16 -1.40 2.66
S -0.55 -1.57 0.92
S -0.49 0.34 0.10
H 1.23 -1.10 2.79
H 0.03 -2.40 3.22
H -0.26 -0.63 3.18
H -1.38 1.02 0.63
*
```

Kohn-Sham gap, eV: 8.45
Relative energy (zero: lowest compared OMol25 entry of this formula, charge and spin), kJ/mol: 94.1

---

ORCA calculation (ωB97M-V/def2-TZVPD) on a structure of composition C21H28N5O3S2 at a distorted geometry.

```
! RIJCOSX wB97M-V def2-TZVPD def2/J DEFGRID3
* xyz -1 1
C -5.75 -0.50 -2.78
N -4.34 -0.41 -2.49
C -3.69 -1.69 -2.60
C -2.28 -1.61 -2.08
N -1.54 -0.49 -2.65
C -0.18 -0.55 -2.33
S 0.76 -1.95 -2.37
S 0.90 0.65 -1.86
C -2.23 0.81 -2.71
C -3.65 0.62 -3.23
H -6.22 0.48 -2.62
H -5.97 -0.83 -3.81
H -6.21 -1.23 -2.10
H -4.23 -2.40 -1.97
H -3.68 -2.07 -3.64
H -2.31 -1.53 -0.97
H -1.72 -2.52 -2.37
H -2.29 1.27 -1.71
H -1.68 1.48 -3.37
H -3.61 0.38 -4.31
H -4.21 1.55 -3.11
C -1.94 -3.91 2.54
N -0.92 -3.03 3.07
C -1.07 -2.72 4.48
C -0.03 -2.34 2.24
C -0.47 -1.18 1.55
C 0.45 -0.39 0.90
C 1.78 -0.81 0.72
C 2.70 -0.01 -0.08
C 3.12 1.25 0.25
C 4.19 1.84 -0.56
O 4.83 1.21 -1.41
N 4.50 3.19 -0.33
C 5.56 3.77 -1.11
C 3.86 4.01 0.61
O 4.14 5.20 0.77
N 2.88 3.39 1.40
C 2.29 4.25 2.40
C 2.49 2.04 1.31
O 1.66 1.62 2.13
C 2.18 -2.02 1.31
C 1.31 -2.75 2.09
H -1.77 -4.07 1.46
H -1.90 -4.88 3.05
H -2.95 -3.50 2.69
H -0.31 -2.00 4.79
H -2.07 -2.30 4.68
H -0.97 -3.64 5.08
H -1.51 -0.86 1.63
H 0.10 0.55 0.49
H 3.23 -0.52 -0.89
H 5.64 4.82 -0.83
H 6.50 3.25 -0.91
H 5.32 3.67 -2.17
H 1.56 3.67 2.95
H 3.07 4.63 3.07
H 1.83 5.11 1.90
H 3.21 -2.35 1.16
H 1.63 -3.65 2.63
*
```

Kohn-Sham gap, eV: 5.91